84
Properties=species:S:1:pos:R:3:forces:R:3:mulliken_charge:R:1 method="wB97M-V/def2-TZVPD" charge=+1 energy_ev=-82029.2837 e_lumo_ev=-3.21 mol_weight_g_mol=549.7 homo_ev=-9.42 spin_multiplicity=1
Sc -0.229664 0.001705 -0.015837 0.83 -0.03 1.10 -1.0803
C -1.977202 1.549514 0.222451 -0.58 -0.77 0.65 0.6291
C -2.404878 0.637840 -0.796197 -0.16 -0.28 0.96 1.1247
C -2.166025 -0.551843 1.176505 -0.78 0.70 -0.66 0.6016
C -1.901488 0.820642 1.453195 -0.82 0.01 -0.78 1.2834
C -2.523934 -0.659381 -0.208167 -0.18 0.94 0.77 0.5920
C -1.958862 3.034003 0.074588 0.09 0.37 -0.17 -1.8842
H -1.593072 3.327272 -0.923546 -0.18 0.01 0.35 0.2783
H -1.316873 3.513778 0.826278 -0.27 -0.08 -0.25 0.3799
H -2.984389 3.430629 0.191938 0.42 -0.06 -0.07 0.3365
C -1.896925 1.414914 2.804870 0.55 0.06 0.70 -1.3350
H -1.668438 2.483939 2.766001 -0.19 -0.18 0.14 0.4741
H -1.143798 0.927542 3.435401 -0.22 0.22 -0.02 -0.0238
H -2.874287 1.261381 3.289914 0.22 0.16 -0.24 0.3503
C -2.369796 -1.630436 2.177993 -0.01 -0.39 0.42 -1.0869
H -3.445462 -1.737018 2.407289 0.35 0.02 -0.09 0.3811
H -1.826243 -1.409381 3.104322 -0.19 -0.12 -0.32 -0.2337
H -2.010780 -2.602259 1.803491 -0.14 0.26 0.21 0.1175
C -3.296885 -1.809703 -0.738546 0.04 -0.55 -0.67 -1.7410
H -4.375471 -1.646168 -0.554349 0.44 -0.05 -0.14 0.3112
H -3.016283 -2.744284 -0.235138 -0.17 0.25 -0.19 0.4405
H -3.135505 -1.938310 -1.823543 -0.23 -0.05 0.40 0.3035
C -3.116370 1.122537 -2.001401 0.22 0.14 -0.85 -1.5043
H -4.071907 1.575999 -1.683566 0.28 -0.23 -0.24 0.2816
H -3.303498 0.320018 -2.722263 -0.12 0.20 0.15 0.5496
H -2.535433 1.897113 -2.518663 -0.23 -0.09 0.00 0.1839
C 1.392883 0.439904 -3.293207 -1.17 0.66 -0.33 0.1341
C 0.367421 1.308699 -3.445464 0.79 -1.00 0.07 0.2372
C -0.234331 1.558621 -4.798603 -0.14 0.75 -0.07 -1.3360
C -1.108140 0.415094 -5.401962 -0.61 0.15 -0.38 -1.0692
C -1.238990 -0.864366 -4.626840 0.46 -0.28 0.43 -0.1961
C -0.203072 -1.713088 -4.525222 -0.39 0.48 0.36 -0.3975
C 1.125395 -1.381830 -5.145950 0.32 -0.60 -0.36 -0.8384
C 1.988916 -0.263505 -4.478413 0.69 -0.23 0.10 -1.3854
H 0.545003 1.800099 -5.539953 -0.09 -0.07 0.42 0.4897
H -0.692990 0.189859 -6.395136 -0.25 0.01 0.21 0.3904
H -0.862155 2.460182 -4.737965 0.22 -0.23 -0.03 0.3801
H 2.268470 0.453591 -5.268243 -0.16 -0.07 0.43 0.4167
H 1.781812 0.167055 -2.311818 0.09 0.28 0.08 0.5340
H -0.097665 1.815314 -2.599252 0.18 -0.04 0.09 0.3863
H 2.936232 -0.725290 -4.163384 -0.22 0.18 -0.08 0.3593
H 1.738321 -2.296794 -5.150572 -0.23 0.29 -0.16 0.3881
H -0.246027 -2.647891 -3.952801 -0.29 0.35 -0.20 0.4203
H 0.985071 -1.094484 -6.198516 -0.04 -0.19 0.25 0.3829
H -2.117847 0.827583 -5.560419 0.37 -0.20 -0.07 0.3412
H -2.203038 -1.022824 -4.125267 0.48 -0.30 -0.24 0.5209
P 1.552053 1.803870 0.694262 0.42 0.97 0.74 1.3746
C 1.219081 2.663012 2.280968 -0.25 -0.28 0.35 -0.8971
H 2.104223 3.271595 2.523493 -0.38 -0.03 -0.11 0.5710
H 1.053648 1.936737 3.090285 0.13 0.35 -0.35 -0.1103
H 0.314745 3.285605 2.202494 0.48 -0.06 -0.03 0.2542
C 3.275339 1.241184 0.937184 0.18 -0.34 -0.18 -1.2320
H 3.856070 2.080071 1.359829 -0.14 -0.38 -0.26 0.4404
H 3.694903 0.933379 -0.038261 -0.02 0.23 0.41 0.4150
H 3.302514 0.374282 1.620180 -0.08 0.47 -0.29 0.2000
C 1.791927 3.298289 -0.324073 0.04 0.06 -0.41 -1.3292
H 2.238078 3.021715 -1.293925 -0.09 0.28 0.32 0.3706
H 2.443820 3.990050 0.237843 -0.24 -0.17 -0.46 0.4771
H 0.810947 3.770406 -0.509861 0.47 -0.10 0.09 0.3011
P 0.801449 -2.415509 -0.109492 0.45 -1.75 1.12 1.9310
C -0.387474 -3.719577 -0.611195 -0.33 0.04 -0.84 -1.3816
H 0.180737 -4.572060 -1.016242 -0.36 0.18 0.13 0.4935
H -1.120517 -3.351753 -1.353979 0.47 -0.37 0.25 0.1661
H -0.939386 -4.037103 0.294743 0.34 0.17 -0.50 0.4022
C 2.432050 -2.688434 -0.901311 0.17 0.17 -0.59 -1.1579
H 2.359211 -2.781531 -1.999505 0.11 -0.03 0.46 0.2732
H 2.894227 -3.580755 -0.442611 -0.21 0.35 -0.45 0.4793
H 3.075134 -1.816813 -0.673240 -0.28 -0.39 -0.08 0.2511
C 1.231551 -3.286974 1.460085 0.04 0.25 0.41 -1.8344
H 1.450352 -4.334210 1.196891 -0.05 0.31 0.01 0.5894
H 0.382720 -3.231863 2.159532 0.44 -0.08 -0.27 0.3258
H 2.098707 -2.802703 1.935117 -0.39 -0.34 -0.17 0.4061
S 0.820629 -0.599204 2.682017 -0.24 -0.77 -2.56 0.1994
C 1.012454 -0.244122 4.330435 0.34 0.89 2.10 0.1810
C 2.254765 0.313153 4.741973 -0.78 -0.28 -0.84 -0.4097
C 2.470705 0.652987 6.054727 0.19 0.14 0.86 -0.6665
C 1.470809 0.425364 7.014263 -0.08 -0.06 -0.21 -0.5739
C 0.242730 -0.140786 6.630752 0.24 0.15 0.80 -0.7317
C 0.010011 -0.478874 5.312536 0.38 0.02 -1.22 -0.3243
H 3.004015 0.476653 3.955554 -0.22 -0.04 0.54 0.2257
H 3.438570 1.097694 6.339458 -0.61 -0.28 -0.04 0.3924
H 1.655299 0.681451 8.057425 -0.10 -0.06 -0.28 0.3594
H -0.540208 -0.323810 7.387094 0.53 0.13 -0.46 0.3934
H -0.937706 -0.927413 4.980495 0.45 0.24 0.36 0.2878